Arrangement 1

Entry from the Open Molecules 2025 dataset: a cluster of 13 separate species, C39H91N13O13 in total (ωB97M-V/def2-TZVPD).

The frontier orbital gap comes out at 8.492 eV. The HOMO energy comes out at -8.668 eV.

```
! wB97M-V def2-TZVPD RIJCOSX def2/J DEFGRID3
* xyz 0 1
C -3.91 -1.61 -1.43
C -4.43 -0.23 -1.06
O -5.51 0.18 -1.48
N -3.66 0.46 -0.21
C -4.08 1.72 0.34
H -3.88 -1.78 -2.51
H -4.52 -2.34 -0.90
H -2.87 -1.75 -1.11
H -2.77 0.09 0.13
H -3.61 1.85 1.32
H -5.16 1.74 0.47
H -3.72 2.56 -0.26
C -3.90 -0.23 6.37
C -3.41 0.88 5.46
O -3.95 1.98 5.45
N -2.31 0.63 4.72
C -1.69 1.55 3.79
H -4.44 0.27 7.17
H -3.07 -0.80 6.77
H -4.63 -0.85 5.84
H -1.90 -0.30 4.64
H -1.80 1.17 2.78
H -0.60 1.53 3.93
H -2.02 2.58 3.93
C 1.58 -3.91 0.09
C 0.61 -4.91 0.69
O 1.00 -5.75 1.49
N -0.67 -4.85 0.29
C -1.19 -4.20 -0.91
H 1.83 -4.23 -0.92
H 2.44 -3.99 0.75
H 1.28 -2.87 0.01
H -1.30 -5.51 0.72
H -0.75 -4.63 -1.82
H -0.95 -3.14 -0.90
H -2.25 -4.43 -0.99
C 4.99 1.91 -0.98
C 4.07 0.92 -1.65
O 3.15 0.37 -1.06
N 4.32 0.71 -2.96
C 3.45 -0.11 -3.77
H 4.49 2.88 -0.96
H 5.90 2.06 -1.57
H 5.28 1.58 0.02
H 4.99 1.33 -3.39
H 2.50 0.40 -3.96
H 3.31 -1.07 -3.27
H 3.90 -0.36 -4.73
C -2.46 -3.59 5.77
C -1.09 -3.03 5.35
O -0.95 -1.90 4.88
N -0.05 -3.84 5.63
C 1.31 -3.44 5.33
H -3.19 -3.19 5.07
H -2.70 -3.29 6.79
H -2.38 -4.67 5.66
H -0.25 -4.76 5.96
H 1.45 -3.14 4.29
H 1.95 -4.28 5.60
H 1.65 -2.60 5.94
C 3.64 5.73 -1.75
C 2.20 6.02 -2.16
O 1.88 7.13 -2.57
N 1.33 5.00 -2.08
C 1.54 3.67 -1.57
H 3.72 5.41 -0.71
H 4.21 6.66 -1.78
H 4.04 5.01 -2.46
H 0.41 5.23 -2.43
H 2.29 3.77 -0.78
H 1.95 2.87 -2.19
H 0.62 3.35 -1.08
C 0.90 -0.55 2.01
C 0.00 -0.43 0.82
O -1.23 -0.38 1.03
N 0.53 -0.36 -0.39
C -0.18 -0.17 -1.65
H 1.94 -0.40 1.72
H 0.88 -1.53 2.50
H 0.64 0.20 2.75
H 1.54 -0.21 -0.44
H 0.03 -1.04 -2.27
H 0.12 0.73 -2.18
H -1.25 -0.23 -1.47
C -3.55 1.33 -4.00
C -2.84 0.11 -4.55
O -2.06 -0.56 -3.87
N -3.08 -0.21 -5.83
C -4.01 0.46 -6.72
H -4.57 1.03 -3.76
H -3.56 2.17 -4.69
H -3.07 1.63 -3.07
H -2.58 -1.01 -6.20
H -3.83 1.53 -6.78
H -5.03 0.23 -6.43
H -3.84 0.15 -7.76
C 4.36 -0.56 3.06
C 4.76 -1.40 4.24
O 3.89 -1.84 4.98
N 6.08 -1.70 4.40
C 6.57 -2.22 5.66
H 5.21 -0.18 2.47
H 3.71 0.27 3.34
H 3.78 -1.21 2.40
H 6.76 -1.38 3.74
H 6.54 -1.45 6.43
H 7.62 -2.47 5.55
H 6.05 -3.12 5.98
C -1.31 2.03 -8.09
C -1.30 2.92 -6.89
O -1.94 3.97 -6.86
N -0.49 2.56 -5.87
C -0.33 3.31 -4.63
H -1.18 0.98 -7.82
H -0.56 2.32 -8.81
H -2.27 2.10 -8.59
H 0.13 1.78 -6.04
H 0.64 3.80 -4.70
H -0.36 2.63 -3.77
H -1.19 3.97 -4.57
C 3.26 -0.49 -7.98
C 1.99 -0.31 -7.22
O 1.33 0.72 -7.37
N 1.56 -1.33 -6.46
C 0.28 -1.35 -5.78
H 3.11 -0.46 -9.06
H 3.81 -1.40 -7.73
H 3.88 0.38 -7.76
H 2.16 -2.13 -6.37
H -0.45 -0.83 -6.40
H 0.34 -0.76 -4.86
H -0.01 -2.37 -5.58
C -5.45 -0.09 3.00
C -4.92 -1.50 2.84
O -5.69 -2.45 2.91
N -3.60 -1.61 2.57
C -2.91 -2.85 2.37
H -6.12 0.10 2.17
H -4.63 0.63 3.05
H -6.05 -0.02 3.90
H -3.17 -0.73 2.34
H -1.88 -2.73 2.73
H -2.84 -3.21 1.34
H -3.32 -3.66 2.97
C 2.35 3.90 5.40
C 2.11 2.45 5.05
O 2.50 2.02 3.96
N 1.37 1.73 5.92
C 1.14 0.29 5.84
H 1.50 4.26 6.00
H 2.45 4.49 4.50
H 3.22 4.01 6.04
H 1.02 2.25 6.71
H 1.61 -0.11 4.96
H 0.07 0.15 5.86
H 1.60 -0.21 6.69
*
```

***

Arrangement 2

Entry from the Open Molecules 2025 dataset: a cluster of 13 separate species, C39H91N13O13 in total (ωB97M-V/def2-TZVPD).

The frontier orbital gap comes out at 8.965 eV. The HOMO energy comes out at -8.938 eV.

```
! wB97M-V def2-TZVPD RIJCOSX def2/J DEFGRID3
* xyz 0 1
C -3.26 -1.75 -3.68
O -2.38 -2.47 -4.21
N -3.19 -0.39 -3.76
C -2.39 0.32 -4.71
C -4.20 0.36 -3.02
H -4.07 -2.12 -3.04
H -2.68 0.30 -5.76
H -1.37 -0.07 -4.70
H -2.29 1.36 -4.39
H -3.85 0.63 -2.03
H -4.25 1.38 -3.42
H -5.20 -0.06 -3.00
C 2.97 2.82 -4.16
O 3.60 3.53 -5.00
N 2.46 1.59 -4.49
C 1.67 0.77 -3.62
C 2.61 0.95 -5.81
H 2.81 3.04 -3.10
H 0.69 0.45 -3.96
H 1.53 1.16 -2.61
H 2.27 -0.12 -3.41
H 3.34 1.40 -6.47
H 2.88 -0.10 -5.85
H 1.60 0.97 -6.23
C 7.26 0.24 -1.08
O 8.36 0.73 -1.17
N 6.51 -0.13 -2.09
C 5.17 -0.69 -1.97
C 6.94 0.03 -3.44
H 6.75 -0.03 -0.13
H 4.59 -0.58 -2.88
H 4.60 -0.22 -1.17
H 5.18 -1.77 -1.81
H 6.99 -0.98 -3.84
H 6.28 0.66 -4.04
H 7.87 0.61 -3.46
C -3.53 0.47 6.66
O -2.91 1.49 6.91
N -3.58 -0.04 5.40
C -4.26 -1.27 5.18
C -3.05 0.59 4.17
H -3.99 -0.13 7.46
H -4.97 -1.41 5.99
H -3.59 -2.09 4.92
H -4.94 -1.12 4.34
H -2.76 1.62 4.40
H -2.23 0.08 3.67
H -3.84 0.81 3.45
C 4.44 -4.97 1.81
O 4.78 -6.14 1.86
N 3.69 -4.40 0.82
C 3.49 -2.92 0.89
C 3.23 -5.10 -0.37
H 4.75 -4.24 2.58
H 2.44 -2.72 0.70
H 4.07 -2.48 0.08
H 3.73 -2.51 1.88
H 3.31 -6.18 -0.24
H 2.20 -4.88 -0.65
H 3.73 -4.82 -1.30
C 0.69 -3.76 4.87
O 0.52 -2.83 5.68
N 0.12 -3.88 3.66
C 0.53 -5.09 2.81
C -0.68 -2.82 3.07
H 1.39 -4.60 4.97
H -0.35 -5.49 2.31
H 1.07 -5.83 3.39
H 1.30 -4.73 2.12
H -1.62 -3.26 2.72
H -0.89 -2.13 3.89
H -0.22 -2.23 2.28
C -2.73 6.29 -0.78
O -2.74 7.47 -0.71
N -3.69 5.52 -1.48
C -3.54 4.05 -1.67
C -4.80 6.13 -2.08
H -1.83 5.76 -0.44
H -4.51 3.57 -1.53
H -2.99 3.61 -0.84
H -2.98 3.81 -2.57
H -4.78 5.93 -3.15
H -5.71 5.61 -1.78
H -4.83 7.19 -1.84
C 4.04 0.81 2.81
O 4.34 1.34 1.74
N 3.30 1.34 3.79
C 2.65 2.63 3.59
C 2.69 0.54 4.85
H 4.40 -0.18 3.13
H 3.10 3.32 2.87
H 2.82 3.18 4.51
H 1.59 2.55 3.36
H 1.64 0.33 4.65
H 3.22 -0.41 4.94
H 2.89 1.09 5.77
C -4.16 3.88 1.66
O -3.19 3.19 2.06
N -5.24 3.36 1.05
C -6.18 4.28 0.40
C -5.65 1.94 1.03
H -4.10 4.98 1.64
H -7.11 4.22 0.96
H -6.42 4.00 -0.63
H -5.80 5.30 0.25
H -6.50 1.84 1.72
H -5.91 1.44 0.10
H -4.91 1.31 1.54
C 1.17 4.84 0.11
O 0.31 4.29 -0.59
N 0.92 5.26 1.33
C 1.90 6.01 2.12
C -0.29 4.84 1.94
H 2.22 4.99 -0.18
H 1.47 6.81 2.72
H 2.71 6.48 1.56
H 2.39 5.34 2.83
H -0.19 4.29 2.88
H -0.90 5.73 2.10
H -0.88 4.13 1.36
C 1.45 0.52 0.21
O 2.16 -0.28 -0.42
N 0.14 0.46 0.23
C -0.67 1.55 0.73
C -0.73 -0.56 -0.31
H 1.84 1.38 0.78
H -1.13 2.16 -0.05
H -0.05 2.20 1.35
H -1.43 1.17 1.41
H -0.41 -1.02 -1.25
H -0.67 -1.39 0.39
H -1.81 -0.39 -0.34
C -2.40 -3.90 -0.81
O -3.04 -2.88 -0.57
N -2.34 -4.98 0.06
C -1.57 -6.17 -0.17
C -3.27 -5.03 1.23
H -1.80 -3.98 -1.72
H -0.91 -6.46 0.65
H -0.92 -6.14 -1.05
H -2.17 -7.07 -0.35
H -3.85 -4.13 1.42
H -4.03 -5.80 1.10
H -2.52 -5.13 2.02
C 1.92 -4.94 -3.67
O 1.08 -5.39 -2.87
N 2.04 -3.58 -3.93
C 1.24 -2.64 -3.11
C 3.08 -3.07 -4.87
H 2.66 -5.55 -4.21
H 0.89 -1.72 -3.59
H 1.85 -2.40 -2.24
H 0.31 -3.06 -2.74
H 3.74 -2.38 -4.34
H 3.73 -3.86 -5.25
H 2.53 -2.56 -5.66
*
```

***

What are the relative energies? In kJ/mol: arrangement 1 0.0; arrangement 2 996.6.

***

Arrangement 1

Entry from the Open Molecules 2025 dataset: the ion C3H7OS2 with charge -1 (ωB97M-V/def2-TZVPD).

The frontier orbital gap comes out at 5.457 eV. The HOMO energy comes out at -2.509 eV.

```
! wB97M-V def2-TZVPD RIJCOSX def2/J DEFGRID3
* xyz -1 1
C -1.03 0.05 0.32
C -1.39 1.09 -0.79
O -0.51 2.12 -0.61
C 0.43 -0.21 0.24
S 1.48 -1.00 1.32
S 2.72 -2.11 0.16
H -1.30 0.43 1.29
H -1.59 -0.89 0.28
H -2.40 1.53 -0.76
H -1.28 0.61 -1.87
H 0.53 -0.65 -0.74
H 0.69 0.94 0.05
H 3.66 -1.89 1.12
*
```

***

Arrangement 2

Entry from the Open Molecules 2025 dataset: the ion C3H7OS2 with charge -1 (ωB97M-V/def2-TZVPD).

The frontier orbital gap comes out at 5.410 eV. The HOMO energy comes out at -2.452 eV.

```
! wB97M-V def2-TZVPD RIJCOSX def2/J DEFGRID3
* xyz -1 1
C -1.15 -0.21 0.89
C -2.47 -1.00 0.81
O -2.39 -2.05 0.00
C -0.59 0.14 -0.47
S 0.78 1.35 -0.37
S 2.47 0.17 -0.52
H -1.29 0.72 1.45
H -0.40 -0.75 1.48
H -3.27 -0.24 0.59
H -2.70 -1.29 1.88
H -0.23 -0.71 -1.04
H -1.36 0.64 -1.06
H 2.62 -0.14 0.78
*
```

***

What are the relative energies? In kJ/mol: arrangement 1 125.2; arrangement 2 0.0.

***

Arrangement 1

Entry from the Open Molecules 2025 dataset: an isolated molecule of C2H2ClN3O (ωB97M-V/def2-TZVPD).

The frontier orbital gap comes out at 10.186 eV. The HOMO energy comes out at -9.793 eV.

```
! wB97M-V def2-TZVPD RIJCOSX def2/J DEFGRID3
* xyz 0 1
C 1.53 -0.09 -0.13
C -0.61 -0.10 0.07
H 2.96 -1.52 0.34
H 3.36 0.37 0.76
N 2.92 -0.55 0.04
N 1.08 1.22 -0.08
N 0.35 -0.99 -0.19
O -0.31 1.16 0.00
Cl -2.34 -0.28 0.05
*
```

***

Arrangement 2

Entry from the Open Molecules 2025 dataset: a cluster of 2 separate species, C2H2ClN3O in total (ωB97M-V/def2-TZVPD).

The frontier orbital gap (alpha / beta) comes out at 5.832 / 5.982 eV. The HOMO energy (alpha / beta) comes out at -10.329 / -10.453 eV.

```
! wB97M-V def2-TZVPD RIJCOSX def2/J DEFGRID3
* xyz 0 1
C 1.91 -2.21 -0.22
C 1.25 0.45 -0.41
N 1.83 -3.30 -0.51
N -0.03 0.47 0.04
N 2.30 0.42 0.61
O 1.60 0.68 -1.55
Cl 3.83 0.77 0.33
H -0.28 0.16 1.01
H -0.79 0.47 -0.59
*
```

***

What are the relative energies? In kJ/mol: arrangement 1 0.0; arrangement 2 360.2.

***

Arrangement 1

Entry from the Open Molecules 2025 dataset: a cluster of 3 separate species, C4H16NO2 in total (ωB97M-V/def2-TZVPD).

The frontier orbital gap comes out at 11.704 eV. The HOMO energy comes out at -14.693 eV.

```
! wB97M-V def2-TZVPD RIJCOSX def2/J DEFGRID3
* xyz 1 1
C -0.54 1.10 -0.59
C -0.04 1.20 0.82
C -1.29 1.43 1.71
C 0.79 -0.01 1.36
N 0.63 1.37 -1.58
H -0.97 0.14 -0.85
H -1.27 1.92 -0.69
H 0.76 1.96 0.86
H -2.14 0.98 1.20
H -1.12 1.01 2.71
H -1.64 2.44 1.91
H 0.15 -0.76 1.81
H 1.62 0.30 1.96
H 1.15 -0.51 0.43
H 0.18 1.51 -2.48
H 1.10 2.16 -1.15
H 1.15 0.48 -1.62
H 2.13 -1.81 -1.24
H 0.56 -1.89 -1.02
O 1.28 -1.35 -1.35
H -0.73 -3.72 0.05
H -0.98 -4.37 -1.34
O -0.79 -3.55 -0.89
*
```

***

Arrangement 2

Entry from the Open Molecules 2025 dataset: a cluster of 3 separate species, C4H16NO2 in total (ωB97M-V/def2-TZVPD).

The frontier orbital gap comes out at 12.045 eV. The HOMO energy comes out at -15.063 eV.

```
! wB97M-V def2-TZVPD RIJCOSX def2/J DEFGRID3
* xyz 1 1
C 0.14 -0.13 -0.49
C 1.32 0.69 0.10
C 1.24 2.18 -0.20
C -0.07 2.82 0.29
N -0.61 -0.82 0.62
H -0.56 0.53 -0.99
H 0.55 -0.94 -1.07
H 1.29 0.57 1.19
H 2.27 0.28 -0.21
H 2.00 2.70 0.36
H 1.40 2.41 -1.26
H -0.96 2.62 -0.31
H 0.04 3.91 0.28
H -0.25 2.51 1.31
H -0.96 -0.15 1.30
H 0.04 -1.44 1.10
H -1.42 -1.39 0.31
H 0.82 -3.25 -1.00
H 2.17 -3.60 -0.37
O 1.46 -2.94 -0.34
H -3.21 -1.96 -0.95
H -3.76 -2.47 0.37
O -2.96 -2.13 -0.04
*
```

***

What are the relative energies? In kJ/mol: arrangement 1 63.3; arrangement 2 0.0.

***

Arrangement 1

Entry from the Open Molecules 2025 dataset: a cluster of 3 separate species, C4H16NO2 in total (ωB97M-V/def2-TZVPD).

The frontier orbital gap comes out at 11.107 eV. The HOMO energy comes out at -14.293 eV.

```
! wB97M-V def2-TZVPD RIJCOSX def2/J DEFGRID3
* xyz 1 1
C -0.10 -0.52 0.38
C 0.41 0.76 1.06
C 1.83 0.75 1.46
C 2.97 1.10 0.40
N -1.52 -0.42 -0.01
H 0.08 -1.37 1.10
H 0.42 -0.88 -0.70
H -0.21 0.88 2.00
H 0.00 1.52 0.48
H 2.32 -0.25 1.70
H 1.95 1.44 2.35
H 2.72 1.84 -0.39
H 3.90 1.22 1.09
H 3.18 0.17 -0.27
H -2.11 -1.29 -0.10
H -2.18 0.13 0.52
H -1.36 0.06 -0.98
H -4.50 -3.60 -1.25
H -3.30 -4.14 -1.73
O -3.57 -3.73 -0.85
H -0.75 2.16 -2.74
H 0.22 2.44 -1.64
O -0.39 1.71 -1.88
*
```

***

Arrangement 2

Entry from the Open Molecules 2025 dataset: a cluster of 3 separate species, C4H16NO2 in total (ωB97M-V/def2-TZVPD).

The frontier orbital gap comes out at 11.332 eV. The HOMO energy comes out at -14.522 eV.

```
! wB97M-V def2-TZVPD RIJCOSX def2/J DEFGRID3
* xyz 1 1
C 0.29 0.52 0.73
C -1.20 0.22 0.90
C -2.13 1.08 0.01
C -2.35 0.47 -1.35
N 1.06 -0.57 1.32
H 0.56 0.78 -0.29
H 0.49 1.46 1.25
H -1.38 -0.78 0.52
H -1.50 0.26 1.95
H -3.01 1.30 0.61
H -1.74 2.11 -0.12
H -2.85 -0.50 -1.25
H -1.46 0.37 -1.96
H -3.16 0.98 -1.89
H 0.92 -1.46 0.83
H 1.11 -0.70 2.34
H 2.13 -0.46 1.27
H 0.61 -1.18 -3.63
H 0.89 -2.45 -2.81
O 0.45 -1.61 -2.77
H 4.50 -0.55 1.12
H 4.02 0.79 1.75
O 3.74 -0.09 1.47
*
```

***

What are the relative energies? In kJ/mol: arrangement 1 173.2; arrangement 2 0.0.

***

Arrangement 1

Entry from the Open Molecules 2025 dataset: a structure of composition C2H4N4O2 (ωB97M-V/def2-TZVPD).

The frontier orbital gap comes out at 9.244 eV. The HOMO energy comes out at -8.982 eV.

```
! wB97M-V def2-TZVPD RIJCOSX def2/J DEFGRID3
* xyz 0 1
C 0.39 0.04 -0.07
C -1.22 1.25 0.19
H 2.43 0.80 0.77
H 3.37 -0.53 0.01
H -1.94 2.00 0.25
H -1.79 -2.07 0.74
N 2.60 0.24 -0.08
N 1.49 -0.53 -0.36
N -0.03 1.21 0.53
N -0.63 -0.81 -0.45
O -1.69 0.18 -0.81
O -0.94 -1.26 0.81
*
```

***

Arrangement 2

Entry from the Open Molecules 2025 dataset: an isolated molecule of C2H4N4O2 (ωB97M-V/def2-TZVPD).

The frontier orbital gap comes out at 8.160 eV. The HOMO energy comes out at -8.474 eV.

```
! wB97M-V def2-TZVPD RIJCOSX def2/J DEFGRID3
* xyz 0 1
C 0.69 -1.26 0.43
C 0.11 -0.34 -0.35
H 0.08 2.24 -1.01
H -1.45 1.87 -0.10
H -0.23 -2.98 0.18
H -1.41 0.62 -1.18
N -0.36 2.02 -0.22
N 0.35 0.88 0.29
N 0.85 0.62 1.46
N 1.24 -0.78 1.44
O 0.85 -2.55 0.45
O -0.72 -0.34 -1.39
*
```

***

What are the relative energies? In kJ/mol: arrangement 1 0.0; arrangement 2 5.4.